Record 1
C2HCl2NO in the gas phase at a distorted geometry, computed with the ωB97M-V functional and the def2-TZVPD basis.

Properties
- structure (SMILES) = O=CN=C(Cl)Cl
- total charge = 0
- Kohn-Sham gap (Eh) = 0.3852
- DFT total energy (hartree) = -1127.16397
- highest occupied orbital energy (eV) = -10.63
- energy relative to the best compared isomer or geometry (same formula, charge and spin) (eV) = 0.303

```
7
Properties=species:S:1:pos:R:3:forces:R:3
C -0.5088 0.4798 1.1419 0.267 1.054 -0.818
C 0.5664 -0.4016 -0.8826 -1.277 1.327 2.219
N 0.5230 0.0099 0.3155 -0.074 -0.987 -1.563
O -0.4643 1.5681 1.6585 -0.283 -1.006 -0.157
Cl 1.9377 -1.2428 -1.3868 0.345 -0.283 -0.736
Cl -0.7337 -0.1506 -2.0902 0.954 -0.258 0.753
H -1.3202 -0.2626 1.2437 0.069 0.153 0.302
```
Positions in Å, forces in eV/Å.

Atomic partial charges in e from the Löwdin method, atoms 1 to 5: C -0.33; C -1.17; N 0.02; O 0.07; Cl 0.70

Record 2
2 unconnected molecules or ions with the total composition C2HCl2NO2 at a distorted geometry, computed with the ωB97M-V functional and the def2-TZVPD basis.

Properties
- total charge = 0
- Kohn-Sham gap (alpha / beta) (Eh) = 0.3195 / 0.3013
- DFT total energy (hartree) = -1202.23899
- highest occupied orbital energy (alpha / beta) (eV) = -10.48 / -9.96
- energy relative to the best compared isomer or geometry (same formula, charge and spin) (eV) = 2.073

```
8
Properties=species:S:1:pos:R:3:forces:R:3
C -2.2358 0.3711 1.4410 0.242 0.291 0.694
C -3.1086 0.0382 0.3782 -0.458 -1.181 -0.482
N -1.6064 0.6378 2.3683 -0.132 -0.054 -0.458
O -4.2752 -1.6190 -0.6143 -0.211 0.195 -0.404
O -3.4375 -1.1932 0.2996 0.663 0.022 0.932
Cl 1.0766 -1.0558 0.3464 -0.057 0.219 0.105
Cl -3.7324 1.0944 -0.7254 -0.069 0.725 -0.275
H 1.2121 -2.2033 -0.1854 0.023 -0.216 -0.111
```
Positions in Å, forces in eV/Å.

Atomic partial charges in e from the Löwdin method, atoms 1 to 5: C -0.19; C -0.74; N 0.21; O -0.10; O -0.10

Record 3
2 unconnected molecules or ions with the total composition C2HCl2NS at a distorted geometry, computed with the ωB97M-V functional and the def2-TZVPD basis.

Properties
- total charge = 0
- Kohn-Sham gap (alpha / beta) (Eh) = 0.2004 / 0.1995
- DFT total energy (hartree) = -1449.98988
- highest occupied orbital energy (alpha / beta) (eV) = -8.84 / -8.82
- energy relative to the best compared isomer or geometry (same formula, charge and spin) (eV) = 3.218

```
7
Properties=species:S:1:pos:R:3:forces:R:3
C 0.4468 0.0808 -1.1651 -0.106 -0.281 -1.152
C 0.5649 0.6754 0.0755 -1.914 -0.471 2.029
N 0.3371 -0.3483 -2.2282 0.177 -0.105 -0.206
S -1.9611 -0.9242 0.7417 1.689 0.699 -0.275
Cl 1.6682 0.0717 1.2071 0.030 0.138 -0.231
Cl -0.1189 2.2014 0.3508 0.406 0.068 -0.174
H -0.9370 -1.7567 1.0180 -0.282 -0.048 0.009
```
Positions in Å, forces in eV/Å.

Atomic partial charges in e from the Löwdin method, atoms 1 to 5: C -0.42; C -1.20; N 0.21; S 0.28; Cl 0.72

Record 4
2 unconnected molecules or ions with the total composition C2HCl3OS at a distorted geometry, computed with the ωB97M-V functional and the def2-TZVPD basis.

Properties
- structure (SMILES) = O=C=C(Cl)Cl.SCl
- total charge = 0
- Kohn-Sham gap (Eh) = 0.3026
- DFT total energy (hartree) = -1930.73696
- highest occupied orbital energy (eV) = -8.91
- energy relative to the best compared isomer or geometry (same formula, charge and spin) (eV) = 1.303

```
8
Properties=species:S:1:pos:R:3:forces:R:3
C 0.8760 -0.9049 1.2170 1.385 0.547 1.083
C 1.0313 -1.2345 -0.0296 -1.035 -0.746 -0.564
O 1.0337 -0.6053 2.3241 -0.736 -0.030 0.198
S -1.3978 2.4178 -0.1245 -0.462 -0.879 -0.858
Cl 2.1286 -0.4468 -1.0197 0.912 0.711 -0.547
Cl -0.0659 -2.3118 -0.7615 -0.412 -0.604 -0.192
Cl -1.9419 0.3758 -0.1500 0.193 1.455 -0.135
H -1.6641 2.7097 -1.4557 0.156 -0.454 1.014
```
Positions in Å, forces in eV/Å.

Atomic partial charges in e from the Löwdin method, atoms 1 to 5: C -0.33; C -1.26; O 0.20; S 0.25; Cl 0.69

Record 5
C2HCl3OS in the gas phase at a distorted geometry, computed with the ωB97M-V functional and the def2-TZVPD basis.

Properties
- spin multiplicity = 3
- total charge = 0
- Kohn-Sham gap (alpha / beta) (Eh) = 0.3249 / 0.2980
- DFT total energy (hartree) = -1930.64228
- highest occupied orbital energy (alpha / beta) (eV) = -8.33 / -10.18
- energy relative to the best compared isomer or geometry (same formula, charge and spin) (eV) = 0.974

```
8
Properties=species:S:1:pos:R:3:forces:R:3
C -0.0578 0.6540 -0.5326 0.176 0.244 0.087
C -2.4769 -0.4246 -0.4420 0.738 0.124 -0.203
O -0.5153 -1.4968 -1.8855 0.702 -1.082 -0.423
S -1.0602 -0.1684 -1.7194 -1.516 0.501 1.366
Cl -2.1245 -1.5804 0.7665 -0.010 -0.073 -0.436
Cl -3.1993 0.9994 0.1206 -0.873 -0.019 -0.157
Cl -0.4430 2.2464 -0.1607 0.658 0.445 -0.099
H 0.5782 0.1020 0.1425 0.125 -0.141 -0.135
```
Positions in Å, forces in eV/Å.

Atomic partial charges in e from the Löwdin method, atoms 1 to 5: C -0.81; C -1.29; O -0.53; S 0.77; Cl 0.62

Record 6
A gas-phase ion, C2HCl4O2S (charge -1) at a distorted geometry, computed with the ωB97M-V functional and the def2-TZVPD basis.

Properties
- total charge = -1
- Kohn-Sham gap (Eh) = 0.2606
- DFT total energy (hartree) = -2466.27735
- highest occupied orbital energy (eV) = -3.95
- energy relative to the best compared isomer or geometry (same formula, charge and spin) (eV) = 0.039

```
10
Properties=species:S:1:pos:R:3:forces:R:3
C 0.0581 -0.0402 -0.6531 0.805 -2.020 2.492
C -1.0506 -0.0694 0.3087 -1.832 -2.282 -1.429
O 2.5477 0.6386 -0.6833 0.786 -0.233 -0.170
O 1.7265 0.0744 1.6193 -0.062 -0.091 -0.883
S 1.5166 0.8097 0.3449 0.516 0.386 0.470
Cl 0.2901 -1.5966 -1.5016 0.189 0.599 0.191
Cl -2.7072 -0.1242 -0.6873 0.184 0.002 0.002
Cl -1.2623 1.1902 1.3853 -0.077 2.131 1.107
Cl -1.0427 -1.5531 1.2196 -0.023 -0.855 0.652
H -0.0764 0.6706 -1.3525 -0.485 2.363 -2.431
```
Positions in Å, forces in eV/Å.

Atomic partial charges in e from the Löwdin method, atoms 1 to 5: C -0.95; C -1.68; O -0.55; O -0.55; S 0.59

Record 7
A molecular structure, C2HClF2OS at a distorted geometry, computed with the ωB97M-V functional and the def2-TZVPD basis.

Properties
- total charge = 0
- Kohn-Sham gap (alpha / beta) (Eh) = 0.2488 / 0.2439
- DFT total energy (hartree) = -1210.05191
- highest occupied orbital energy (alpha / beta) (eV) = -9.87 / -9.78
- energy relative to the best compared isomer or geometry (same formula, charge and spin) (eV) = 2.743

```
8
Properties=species:S:1:pos:R:3:forces:R:3
C -1.2057 0.5878 -1.0315 0.157 0.282 -0.314
C 0.0560 0.2499 -0.3556 -0.521 0.619 1.755
O -1.2567 1.6335 -1.6455 -0.339 -0.854 0.025
F -1.9632 -0.4512 -1.1777 -1.289 -0.407 -0.543
F 2.0798 1.5105 0.4828 -0.761 -0.010 -0.993
S 0.8097 1.6773 -0.5516 1.962 -0.111 1.306
Cl -1.9742 1.2766 1.3198 0.831 -0.711 -0.707
H 0.3033 -0.7023 0.1752 -0.040 1.191 -0.528
```
Positions in Å, forces in eV/Å.

Atomic partial charges in e from the Löwdin method, atoms 1 to 5: C -0.85; C -0.27; O 0.00; F 0.15; F -0.39

Record 8
2 unconnected molecules or ions with the total composition C2HClF4S at a distorted geometry, computed with the ωB97M-V functional and the def2-TZVPD basis.

Properties
- total charge = 0
- Kohn-Sham gap (alpha / beta) (Eh) = 0.3132 / 0.2511
- DFT total energy (hartree) = -1334.53731
- highest occupied orbital energy (alpha / beta) (eV) = -9.30 / -9.01
- energy relative to the best compared isomer or geometry (same formula, charge and spin) (eV) = 2.550

```
9
Properties=species:S:1:pos:R:3:forces:R:3
C -0.1497 0.8364 0.5288 1.175 -0.518 -0.300
C -0.7977 1.3373 -0.7302 -0.968 0.309 -0.918
F -0.9212 1.1674 1.5518 0.036 0.516 0.791
F -0.0530 -0.5169 0.4782 -0.456 -0.363 -0.294
F -0.2098 0.8770 -1.8231 -0.233 0.501 0.238
F -1.1736 2.6360 -0.8545 0.783 -1.836 0.413
S -3.1123 -0.5744 -0.1987 0.394 0.363 -0.309
Cl -3.9837 0.3994 1.2863 -0.152 0.068 0.114
H 0.9270 1.0829 0.6300 -0.579 0.960 0.265
```
Positions in Å, forces in eV/Å.

Atomic partial charges in e from the Löwdin method, atoms 1 to 5: C -0.40; C -0.28; F 0.08; F 0.04; F 0.13

Record 9
A molecular structure, C2HClFN at a distorted geometry, computed with the ωB97M-V functional and the def2-TZVPD basis.

Properties
- total charge = 0
- Kohn-Sham gap (Eh) = 0.4498
- DFT total energy (hartree) = -691.54684
- highest occupied orbital energy (eV) = -11.59
- energy relative to the best compared isomer or geometry (same formula, charge and spin) (eV) = 1.261

```
6
Properties=species:S:1:pos:R:3:forces:R:3
C 0.0880 0.3903 0.5610 -0.316 2.962 -2.457
C -1.1215 -0.1987 0.1877 -1.736 1.785 0.851
H 0.1554 0.6966 1.5466 0.628 0.455 1.975
N -2.1445 -0.4115 -0.2338 -2.601 -1.141 -0.959
F 0.3800 1.5042 -0.3016 -1.050 0.221 1.392
Cl 1.0375 -0.7355 -0.0993 5.075 -4.282 -0.802
```
Positions in Å, forces in eV/Å.

Atomic partial charges in e from the Löwdin method, atoms 1 to 5: C -0.77; C -0.36; H 0.11; N 0.21; F -0.09

Record 10
C2HClFP in the gas phase at a distorted geometry, computed with the ωB97M-V functional and the def2-TZVPD basis.

Properties
- structure (SMILES) = FP1=CC=1Cl
- total charge = 0
- Kohn-Sham gap (Eh) = 0.3567
- DFT total energy (hartree) = -978.15928
- highest occupied orbital energy (eV) = -9.48
- energy relative to the best compared isomer or geometry (same formula, charge and spin) (eV) = 0.000

```
6
Properties=species:S:1:pos:R:3:forces:R:3
C -0.6525 -0.2144 0.1443 -0.829 -1.328 -0.189
C 0.6316 -0.6075 0.2454 -4.146 4.711 0.588
F 0.1883 2.0675 -0.8490 0.086 -0.004 0.444
P 0.0952 1.3325 0.6015 1.185 -2.285 -1.014
Cl 1.4538 -1.9670 -0.0244 1.472 -1.674 -0.311
H -1.7164 -0.6112 -0.1178 2.232 0.580 0.482
```
Positions in Å, forces in eV/Å.

Atomic partial charges in e from the Löwdin method, atoms 1 to 5: C -0.42; C -0.94; F -0.38; P 0.93; Cl 0.71

Among the records above, which one has the lowest DFT total energy?
C2HCl4O2S

Please write out number 7 again, unchanged.
A molecular structure, C2HClF2OS at a distorted geometry, computed with the ωB97M-V functional and the def2-TZVPD basis.

Properties
- total charge = 0
- Kohn-Sham gap (alpha / beta) (Eh) = 0.2488 / 0.2439
- DFT total energy (hartree) = -1210.05191
- highest occupied orbital energy (alpha / beta) (eV) = -9.87 / -9.78
- energy relative to the best compared isomer or geometry (same formula, charge and spin) (eV) = 2.743

```
8
Properties=species:S:1:pos:R:3:forces:R:3
C -1.2057 0.5878 -1.0315 0.157 0.282 -0.314
C 0.0560 0.2499 -0.3556 -0.521 0.619 1.755
O -1.2567 1.6335 -1.6455 -0.339 -0.854 0.025
F -1.9632 -0.4512 -1.1777 -1.289 -0.407 -0.543
F 2.0798 1.5105 0.4828 -0.761 -0.010 -0.993
S 0.8097 1.6773 -0.5516 1.962 -0.111 1.306
Cl -1.9742 1.2766 1.3198 0.831 -0.711 -0.707
H 0.3033 -0.7023 0.1752 -0.040 1.191 -0.528
```
Positions in Å, forces in eV/Å.

Atomic partial charges in e from the Löwdin method, atoms 1 to 5: C -0.85; C -0.27; O 0.00; F 0.15; F -0.39